Density functional theory data (ωB97M-V with the def2-TZVPD basis set) for a gas-phase ion, C2H6N5 (charge +1).

Output
total charge: +1
HOMO: -14.5 eV
frontier orbital gap: 10.95 eV
energy: -9613.4427 eV
SMILES string: N#C[N+](N)=C(N)N
relative energy (zero: lowest compared OMol25 entry of this formula, charge and spin): 1.5733 eV

Last column: Mulliken charge in e.
Positions of all 13 atoms, in Å:
C1 1.917 -0.012 0.009  0.368
C2 -0.408 0.542 0.088  0.527
N1 2.932 0.510 0.148  -0.339
N2 -1.630 0.102 0.151  -0.308
N3 -0.034 1.772 -0.021  -0.288
N4 0.156 -1.844 -0.013  -0.767
N5 0.655 -0.510 0.037  0.316
H1 -2.514 0.618 0.127  0.242
H2 -1.754 -0.876 0.226  0.264
H3 -0.789 2.439 -0.026  0.239
H4 0.952 1.878 -0.293  0.216
H5 -0.267 -2.097 -0.885  0.257
H6 0.783 -2.523 0.452  0.272